Formula: C6H7N3OS
Source: the OMol25 dataset
Level of theory: the ωB97M-V functional and the def2-TZVPD basis

Each line ends with the natural charge from an NBO analysis.
Atoms and positions in Å:
S (1.835, 1.450, 0.375)  0.435
O (-2.201, 1.747, 0.592)  -0.327
N (-1.463, 0.446, -1.023)  -0.485
N (-1.246, 0.961, 1.238)  -0.352
N (1.385, -0.876, -0.574)  -0.427
C (3.127, 0.595, -0.400)  -0.438
C (-0.667, 0.104, 0.175)  0.172
C (-1.096, -1.526, 0.515)  -0.632
C (-2.247, 1.367, -0.634)  0.380
C (2.699, -0.664, -0.757)  -0.044
C (0.795, 0.120, -0.019)  0.024
H (4.031, 1.098, -0.584)  0.236
H (-0.937, -1.866, 1.622)  0.204
H (-3.010, 1.920, -1.249)  0.204
H (-2.135, -1.602, 0.235)  0.209
H (-0.472, -2.157, -0.225)  0.259
H (-1.581, 0.311, 1.965)  0.374
H (3.185, -1.429, -1.251)  0.210

The value obtained for the relative energy (zero: lowest compared OMol25 entry of this formula, charge and spin) is 277.51 kJ/mol. Its SMILES is C[C@@]1(c2nccs2)N=CON1.

Formula: C2H4N4
Source: the OMol25 dataset
Level of theory: the ωB97M-V functional and the def2-TZVPD basis

Each line ends with the natural charge from an NBO analysis.
Atoms and positions in Å:
N (1.652, -0.339, -0.351)  -0.351
N (1.414, -0.564, 0.861)  0.100
N (-0.361, -0.285, -0.933)  -0.293
N (0.316, -0.686, 1.337)  -0.158
C (-0.745, 0.890, -0.201)  -0.299
C (-0.779, -0.474, 0.368)  -0.068
H (-1.706, 1.393, -0.531)  0.192
H (-1.800, -0.843, 0.519)  0.233
H (2.121, -0.826, -1.129)  0.430
H (-0.113, 1.733, 0.059)  0.214

The value obtained for the relative energy (zero: lowest compared OMol25 entry of this formula, charge and spin) is 595.99 kJ/mol.

Formula: C2H2BrO3
Source: the OMol25 dataset
Level of theory: the ωB97M-V functional and the def2-TZVPD basis

Each line ends with the natural charge from an NBO analysis.
Atoms and positions in Å:
Br (2.020, 1.694, 1.625)  -0.601
O (-0.541, 1.824, 0.188)  -0.694
O (-1.027, 0.893, -1.796)  -0.669
O (0.162, -1.192, 0.175)  -0.535
C (-0.459, 0.912, -0.687)  0.672
C (0.460, -0.191, -0.390)  0.350
H (1.393, -0.138, -0.985)  0.109
H (0.442, 1.595, 1.030)  0.367

As for the charge: -1. The value obtained for the relative energy (zero: lowest compared OMol25 entry of this formula, charge and spin) is 30.85 kJ/mol.

Formula: C52H109N7O12
Source: the OMol25 dataset
Level of theory: the ωB97M-V functional and the def2-TZVPD basis

Each line ends with the Löwdin charge.
Atoms and positions in Å:
O (-5.576, 1.234, -0.426)  -0.185
O (-1.231, 5.945, -3.036)  -0.160
O (-8.458, 1.275, -0.294)  -0.178
O (-0.058, 3.511, 1.861)  -0.240
O (4.416, 4.884, -1.687)  -0.216
O (4.159, 1.731, -1.337)  -0.186
O (5.056, -3.097, 1.061)  -0.206
O (-3.296, -6.119, 1.188)  -0.179
O (1.879, 4.284, 4.042)  -0.224
O (-2.962, 4.678, -0.822)  -0.210
O (4.989, -2.882, -1.982)  -0.190
O (-3.438, -2.398, 1.877)  -0.197
N (0.757, -3.214, -3.092)  0.164
N (-2.569, 2.765, 6.616)  0.133
N (-1.679, -3.326, -7.207)  0.138
N (-0.497, 2.087, -6.751)  0.127
N (1.393, -0.079, 4.212)  0.174
N (0.068, -2.157, 0.696)  0.209
N (1.937, -4.586, 8.211)  0.132
C (-9.459, 0.356, -0.068)  -0.149
C (-1.945, -2.759, -6.239)  -0.237
C (0.671, -3.973, -2.238)  -0.200
C (2.914, -0.290, 2.051)  -0.145
C (0.956, -4.719, 5.774)  -0.202
C (0.933, 4.135, 1.114)  -0.133
C (-0.382, 4.023, 3.165)  -0.132
C (2.755, 4.280, 5.187)  -0.066
C (5.241, 5.257, -2.810)  -0.093
C (-3.453, 0.590, 3.384)  -0.119
C (-7.553, 1.507, 0.813)  -0.165
C (-6.289, 2.174, 0.300)  -0.237
C (-1.952, 6.486, -1.896)  -0.176
C (2.999, -5.724, -1.066)  -0.084
C (-2.074, 0.359, 3.903)  -0.265
C (-0.900, 0.187, -0.102)  -0.172
C (2.069, -0.533, -6.918)  -0.236
C (-3.942, -4.845, 1.257)  -0.228
C (0.622, 0.342, -2.197)  -0.066
C (3.751, -2.202, -1.695)  -0.078
C (0.720, -0.149, -7.610)  -0.162
C (-3.289, 5.886, -1.383)  -0.222
C (6.153, -3.427, 0.233)  -0.218
C (5.521, 1.927, -0.957)  -0.097
C (0.698, 3.547, 4.232)  -0.192
C (-2.349, -2.095, -4.999)  -0.190
C (1.794, -5.178, -0.300)  -0.249
C (3.773, 2.588, -2.424)  -0.179
C (0.515, -4.953, -1.131)  -0.170
C (-4.157, -7.212, 0.900)  -0.108
C (-1.988, 0.474, 5.435)  -0.169
C (-3.045, 0.012, -3.747)  -0.110
C (-1.079, 4.524, -2.971)  -0.101
C (2.166, -0.327, -5.386)  -0.099
C (1.550, -3.702, 4.841)  -0.256
C (6.137, -2.708, -1.130)  -0.165
C (0.897, -3.768, 3.427)  -0.109
C (-2.963, -3.757, 1.539)  -0.165
C (3.291, 3.998, -1.987)  -0.138
C (2.058, -0.168, 3.270)  -0.209
C (-0.393, -1.132, 0.334)  -0.146
C (-4.294, 1.788, -0.875)  -0.047
C (0.108, 1.021, -0.891)  -0.209
C (1.492, -4.681, 7.168)  -0.219
C (-2.530, 4.716, 0.539)  -0.075
C (-3.979, -1.649, 0.816)  -0.102
C (-2.373, -0.584, -4.981)  -0.255
C (0.014, 1.103, -7.146)  -0.205
C (4.352, 1.727, 2.908)  -0.073
C (5.006, -4.029, 2.139)  -0.091
C (-2.352, 1.764, 6.085)  -0.223
C (4.375, 0.210, 2.404)  -0.183
H (2.120, 4.802, 5.903)  0.092
H (-2.112, 7.554, -2.043)  0.119
H (1.299, -2.690, 5.160)  0.088
H (5.289, 2.208, 2.625)  0.063
H (-2.038, 4.011, -3.056)  0.080
H (2.607, 4.564, -2.620)  0.122
H (-2.681, -0.261, 5.846)  0.116
H (-0.278, -4.620, -0.461)  0.084
H (0.939, 1.201, -0.209)  0.091
H (-0.985, 0.252, 5.799)  0.097
H (6.182, 1.771, -1.809)  0.089
H (-1.304, 6.479, -1.020)  0.104
H (-0.129, -4.622, 5.791)  0.119
H (-3.684, 2.150, -0.047)  0.063
H (-7.170, 0.600, 1.279)  0.117
H (-0.646, 4.213, -2.020)  0.062
H (3.158, -6.795, -0.944)  0.072
H (2.877, 0.043, -7.370)  0.097
H (-4.401, -7.333, -0.155)  0.084
H (-0.434, 4.172, -3.776)  0.086
H (-1.608, -0.520, 3.457)  0.104
H (0.896, 2.476, 4.175)  0.091
H (-3.860, 5.767, -2.304)  0.128
H (4.512, -4.944, 1.812)  0.085
H (2.707, 3.910, -1.070)  0.099
H (2.077, -4.248, 0.195)  0.074
H (-2.377, -3.631, 0.629)  0.099
H (-3.973, 1.453, 3.799)  0.085
H (4.752, -0.375, 3.243)  0.100
H (5.625, 4.319, -3.212)  0.065
H (-0.193, -0.020, -2.824)  0.054
H (2.960, -5.465, -2.124)  0.078
H (-3.465, 0.681, 2.298)  0.047
H (3.932, -1.127, -1.672)  0.077
H (5.756, 1.280, -0.112)  0.066
H (-10.269, 0.529, 0.641)  0.083
H (-3.860, 6.630, -0.828)  0.128
H (-5.139, -7.070, 1.351)  0.080
H (4.294, -3.629, 2.861)  0.071
H (-1.379, 0.799, 0.662)  0.111
H (3.011, 3.232, 5.339)  0.075
H (-1.588, 1.229, 3.462)  0.082
H (7.055, -2.967, -1.657)  0.124
H (0.806, -4.787, 3.052)  0.069
H (4.489, 2.606, -3.247)  0.114
H (2.810, -1.362, 1.886)  0.083
H (-2.720, -0.416, -2.799)  0.046
H (2.851, 2.138, -2.793)  0.089
H (-3.984, -0.348, 3.548)  0.076
H (-1.651, -2.468, -4.250)  0.096
H (-4.513, -0.742, 1.099)  0.068
H (-0.076, -3.276, 3.414)  0.057
H (-4.731, -4.785, 2.007)  0.132
H (-2.311, -4.137, 2.326)  0.123
H (0.002, -0.931, -7.365)  0.079
H (5.964, -4.208, 2.627)  0.095
H (5.020, -0.028, 1.559)  0.077
H (1.481, -3.148, 2.747)  0.025
H (0.836, 5.218, 1.050)  0.093
H (-3.183, -1.432, 0.104)  0.066
H (-4.680, -2.314, 0.311)  0.089
H (-0.457, 5.101, 3.020)  0.123
H (3.685, 4.831, 5.044)  0.088
H (-8.994, -0.586, 0.223)  0.086
H (-4.422, -4.702, 0.289)  0.121
H (4.685, 5.695, -3.639)  0.082
H (3.040, -2.416, -2.492)  0.053
H (1.051, -5.748, 5.425)  0.115
H (6.018, 5.985, -2.579)  0.088
H (-4.132, -0.064, -3.721)  0.085
H (1.193, -0.552, -1.946)  0.056
H (5.787, 2.916, -0.584)  0.084
H (6.129, -4.506, 0.084)  0.114
H (1.175, 1.019, -2.848)  0.049
H (3.922, -5.308, -0.660)  0.048
H (-5.776, 2.498, 1.205)  0.124
H (4.310, 1.885, 3.985)  0.059
H (-9.917, 0.276, -1.053)  0.092
H (0.126, -5.885, -1.542)  0.120
H (-3.193, 5.333, 1.145)  0.096
H (-3.784, -8.144, 1.323)  0.088
H (0.840, -0.233, -8.690)  0.113
H (-1.737, -0.030, -0.765)  0.072
H (0.286, 3.663, 5.234)  0.110
H (-6.451, 2.995, -0.398)  0.130
H (-3.373, -2.463, -4.926)  0.126
H (6.256, -1.648, -0.907)  0.109
H (-3.665, 1.056, -1.382)  0.050
H (3.617, 2.337, 2.383)  0.059
H (7.091, -3.228, 0.751)  0.124
H (2.264, 0.753, -5.271)  0.063
H (2.362, -1.538, -7.225)  0.104
H (1.941, 3.913, 1.465)  0.080
H (-2.970, -0.218, -5.817)  0.118
H (0.741, 3.822, 0.088)  0.060
H (-1.355, -0.200, -5.051)  0.078
H (3.057, -0.767, -4.938)  0.072
H (-1.570, 5.206, 0.702)  0.065
H (-8.153, 1.976, 1.593)  0.127
H (-2.446, 3.735, 1.007)  0.075
H (1.528, -5.827, 0.534)  0.103
H (-0.342, 1.972, -1.177)  0.095
H (-2.745, 1.056, -3.660)  0.072
H (2.639, -3.706, 4.795)  0.100
H (1.287, -0.723, -4.878)  0.048
H (2.426, 0.268, 1.252)  0.097
H (-1.365, 3.620, 3.410)  0.106
H (3.380, -2.567, -0.737)  0.064
H (-4.557, 2.608, -1.543)  0.091

Formula: C3H5N3
Source: the OMol25 dataset
Level of theory: the ωB97M-V functional and the def2-TZVPD basis

Each line ends with the natural charge from an NBO analysis.
Atoms and positions in Å:
N (1.047, -0.443, -0.570)  -0.790
N (0.010, -2.426, 2.331)  -0.406
N (-0.638, -0.452, 1.031)  -0.584
C (-0.656, 1.283, -0.615)  -0.670
C (-0.245, -1.509, 1.683)  0.393
C (-0.069, 0.056, 0.004)  0.525
H (1.463, -0.011, -1.376)  0.403
H (-1.585, 1.535, -0.113)  0.252
H (-0.848, 1.118, -1.673)  0.229
H (0.039, 2.116, -0.517)  0.233
H (1.482, -1.266, -0.185)  0.414

The value obtained for the relative energy (zero: lowest compared OMol25 entry of this formula, charge and spin) is 28.01 kJ/mol. Its SMILES is C/C(N)=N/C#N.

Formula: C18H17N3O3
Source: the OMol25 dataset
Level of theory: the ωB97M-V functional and the def2-TZVPD basis

Each line ends with the natural charge from an NBO analysis.
Atoms and positions in Å:
O (1.600, -3.214, -0.138)  -0.492
O (-4.296, -0.223, -0.255)  -0.605
O (-0.725, -2.348, 1.301)  -0.261
N (-2.621, 1.223, 0.196)  -0.413
N (2.313, 2.202, -0.939)  -0.408
N (-1.598, -1.333, 1.469)  -0.102
C (-3.381, 2.418, -0.122)  -0.217
C (2.791, 0.200, 0.347)  -0.094
C (0.304, -3.716, -0.425)  -0.112
C (-2.309, 3.407, -0.565)  -0.407
C (-2.160, -1.102, 0.312)  0.054
C (2.201, 0.871, -0.759)  0.119
C (-1.139, 3.053, 0.353)  -0.414
C (2.578, -1.179, 0.513)  -0.190
C (3.005, 2.890, -0.075)  0.048
C (1.814, -1.880, -0.388)  0.279
C (-1.650, -1.991, -0.668)  -0.317
C (3.537, 0.981, 1.256)  -0.133
C (3.647, 2.328, 1.044)  -0.263
C (-3.145, -0.004, 0.071)  0.657
C (-1.227, 1.530, 0.472)  -0.225
C (1.282, -1.226, -1.520)  -0.260
C (1.467, 0.116, -1.697)  -0.180
C (-0.740, -2.743, 0.020)  0.278
H (4.208, 2.960, 1.715)  0.222
H (-0.177, 3.366, -0.048)  0.231
H (0.237, -4.651, 0.138)  0.224
H (-2.629, 4.441, -0.460)  0.218
H (1.060, 0.627, -2.555)  0.229
H (-4.122, 2.184, -0.888)  0.230
H (-1.928, -2.046, -1.699)  0.243
H (0.177, -3.929, -1.494)  0.193
H (0.731, -1.793, -2.254)  0.219
H (-2.037, 3.226, -1.605)  0.204
H (-3.905, 2.775, 0.772)  0.192
H (-0.940, 1.173, 1.464)  0.220
H (-1.280, 3.515, 1.330)  0.203
H (4.003, 0.504, 2.106)  0.216
H (-0.581, 1.043, -0.268)  0.204
H (2.996, -1.692, 1.365)  0.221
H (3.066, 3.955, -0.261)  0.191

The value obtained for the relative energy (zero: lowest compared OMol25 entry of this formula, charge and spin) is 329.91 kJ/mol. Its SMILES is O=C(c1cc(COc2ccc3ncccc3c2)on1)N1CCCC1.

Number 1: gap between HOMO and LUMO 9.66 eV, highest occupied orbital energy -8.90 eV. Number 2: gap between HOMO and LUMO 8.89 eV, highest occupied orbital energy -9.18 eV. Number 3: gap between HOMO and LUMO 9.26 eV, highest occupied orbital energy -5.50 eV. Number 4: gap between HOMO and LUMO 9.89 eV, highest occupied orbital energy -9.50 eV. Number 5: gap between HOMO and LUMO 10.22 eV, highest occupied orbital energy -9.68 eV. Number 6: gap between HOMO and LUMO 8.75 eV, highest occupied orbital energy -8.70 eV.